[1]
# C31H32CeN3P

A structure of composition C31H32CeN3P (ωB97M-V/def2-TZVPD, OMol25).

Calculated values
- energy above the lowest of the compared OMol25 structures with the same formula, charge and spin (kcal per mole) = 0.1
- total charge = +2
- LUMO energy (alpha / beta) (eV) = -6.535 / -6.536
- calculated total energy (eV) = -59339.8145

The geometry in XYZ format:
```
68
Properties=species:S:1:pos:R:3:forces:R:3
Ce -1.080741 1.857912 -0.987645 0.828 -1.571 1.595
P 0.842405 -1.081193 -0.318428 0.755 -1.215 0.099
N -2.372745 2.293345 1.026635 -0.031 0.012 0.878
N 0.172529 3.096401 0.934753 0.159 -0.053 1.031
N 0.174482 0.364289 -0.457784 -0.896 1.388 -0.361
C 0.149633 3.894336 3.230062 -0.340 -0.411 -0.816
C 2.984765 -0.932140 1.413018 0.120 -0.245 -0.181
C -2.653568 0.182485 -1.600658 0.307 0.488 0.413
C 1.532951 4.078570 3.189906 -0.130 -0.106 -0.409
C 0.107850 -3.097337 -4.374686 -0.004 0.229 0.171
C 4.288487 -1.219602 1.813530 -0.129 0.141 -0.102
C -2.784544 3.184983 3.209836 0.482 -0.088 -0.509
C 0.693546 -3.418133 1.196283 -0.202 -0.037 0.109
C 0.425685 -1.734073 -4.266574 0.349 -0.164 0.146
C -1.928925 2.086048 -3.753639 -0.389 -0.036 -0.486
C 0.791349 -1.209704 -3.027588 -0.490 -0.166 -0.137
C 1.520014 3.226775 0.925096 -0.546 0.259 0.498
C 0.156546 -2.135687 0.973010 -0.377 0.241 0.523
C 2.237070 3.712459 2.032113 -0.440 -0.066 -0.259
C -4.465744 1.869645 2.096906 0.089 -0.104 -0.191
C -4.063837 2.629257 3.197849 0.152 -0.004 -0.337
C -0.502857 3.358825 2.096058 1.348 0.570 -0.023
C -1.922469 2.975044 2.124125 -1.401 -0.540 -0.374
C 3.563004 -1.503532 -0.882162 -0.003 -0.123 0.284
C 0.645695 -1.980241 -1.864772 0.003 -0.119 -0.448
C 4.870300 -1.786613 -0.474858 -0.005 0.110 0.159
C 0.090391 -3.900696 -3.228656 0.126 0.194 -0.094
C -0.973352 -3.812123 2.901988 -0.052 0.307 -0.093
C 2.601965 -1.147273 0.077647 0.422 0.544 -0.087
C -0.885858 -1.657964 1.781991 0.166 -0.498 -0.115
C -3.594022 1.723035 1.023591 0.254 0.647 0.661
C -1.436672 -2.498138 2.756047 0.046 0.013 -0.098
C 0.318057 -3.340831 -1.965916 -0.006 0.265 -0.378
C 5.223399 -1.675237 0.874713 -0.249 0.054 -0.056
C 0.102002 -4.268761 2.132299 -0.061 0.309 -0.058
C -0.409468 2.132817 -3.609454 0.580 -0.071 -0.486
H 1.171540 -0.187792 -2.945279 -0.256 -0.332 -0.091
H 2.041215 4.494913 4.061449 -0.050 -0.166 -0.333
H 2.009593 2.911204 -0.004708 -0.037 0.243 0.462
H -2.698804 -0.443849 -0.695396 -0.140 -0.074 -0.462
H -0.443258 4.134958 4.116144 0.465 -0.093 -0.287
H -0.055769 3.171668 -3.603905 0.146 -0.200 -0.045
H -3.569390 0.789276 -1.733908 0.116 -0.508 -0.174
H -3.825398 1.138943 0.134815 -0.302 0.225 0.467
H -2.543331 2.513990 -2.941117 0.124 0.000 -0.184
H 2.240861 -0.584228 2.135185 0.260 -0.231 -0.119
H 0.252056 -3.968025 -1.080254 -0.111 0.177 -0.292
H -1.247782 -0.635250 1.637726 0.046 -0.348 0.087
H 0.122816 1.570440 -2.802951 -0.150 0.041 -0.828
H -2.170270 2.708190 -4.625449 0.011 -0.109 0.254
H -5.432325 1.382591 2.033007 0.055 0.142 0.207
H 0.430957 -1.076339 -5.138870 0.131 -0.395 0.128
H -2.301075 1.078249 -3.959929 0.100 0.338 0.068
H 5.611674 -2.109691 -1.209470 -0.261 0.131 0.255
H 3.320513 3.812373 1.963616 -0.341 -0.041 0.075
H 6.227478 -1.941703 1.205884 -0.256 0.102 -0.152
H -2.236540 -2.117295 3.394827 0.221 -0.226 -0.190
H 0.480217 -5.284063 2.262613 -0.086 0.343 -0.014
H -2.422799 3.778088 4.041091 -0.280 -0.155 0.031
H 3.288561 -1.587158 -1.935936 0.082 -0.135 0.356
H 1.564791 -3.770059 0.636519 -0.277 0.190 0.165
H -4.731558 2.788365 4.041759 0.116 -0.065 -0.189
H -0.099176 -4.971806 -3.315254 -0.033 0.352 0.022
H -1.452786 -4.476916 3.622926 0.211 0.227 -0.184
H -2.391854 -0.376505 -2.508170 -0.135 -0.021 0.448
H -0.014745 1.614448 -4.487762 0.185 0.377 0.026
H 4.560037 -1.098899 2.864523 0.007 -0.057 -0.376
H -0.102775 -3.525066 -5.358365 0.008 0.118 0.398
```
Positions in Å, forces in eV/Å.

Table of Löwdin atomic charges, one value per atom, all in e:
1 Ce 1.1723
2 P 0.8811
3 N -0.0442
4 N -0.0131
5 N -0.3664
6 C 0.0306
7 C -0.0863
8 C -0.2034
9 C -0.0054
10 C -0.0474
11 C -0.0605
12 C 0.0351
13 C -0.0882
14 C -0.0628
15 C -0.1516
16 C -0.1170
17 C -0.0848
18 C -0.2965
19 C -0.0061
20 C 0.0018
21 C 0.0088
22 C -0.1804
23 C -0.1691
24 C -0.0630
25 C -0.2885
26 C -0.0549
27 C -0.0443
28 C -0.0499
29 C -0.2982
30 C -0.0765
31 C -0.0899
32 C -0.0630
33 C -0.0420
34 C -0.0517
35 C -0.0457
36 C -0.1724
37 H 0.0905
38 H 0.1309
39 H 0.1254
40 H 0.0284
41 H 0.1195
42 H 0.1091
43 H 0.0321
44 H 0.0819
45 H 0.0539
46 H 0.1136
47 H 0.0942
48 H 0.0852
49 H -0.0027
50 H 0.1177
51 H 0.1275
52 H 0.1103
53 H 0.0847
54 H 0.1178
55 H 0.1245
56 H 0.1174
57 H 0.1104
58 H 0.1208
59 H 0.1176
60 H 0.1059
61 H 0.1229
62 H 0.1332
63 H 0.1197
64 H 0.1184
65 H 0.0356
66 H 0.1122
67 H 0.1153
68 H 0.1194

***

[2]
# H3N3O

A cluster of 2 separate species, H3N3O in total (ωB97M-V/def2-TZVPD, OMol25).

Calculated values
- energy above the lowest of the compared OMol25 structures with the same formula, charge and spin (kcal per mole) = 24.2
- LUMO energy (eV) = 1.117
- calculated total energy (eV) = -6564.3408
- structure (SMILES) = N#[N+][O-].N

The geometry in XYZ format:
```
7
Properties=species:S:1:pos:R:3:forces:R:3
O -1.594449 -0.538934 -1.929258 -1.882 1.457 -1.604
N 0.505004 0.933339 0.950427 -1.422 -2.070 -4.276
N -0.961790 -1.106554 -1.155784 1.138 -0.690 0.286
N -0.273460 -1.666195 -0.494816 0.659 -0.875 1.213
H 0.887179 1.293269 1.753726 1.550 0.987 1.646
H 0.888278 1.168792 0.009660 -0.002 0.799 1.674
H 0.549238 -0.083717 0.866045 -0.041 0.392 1.061
```
Positions in Å, forces in eV/Å.

Table of Löwdin atomic charges, one value per atom, all in e:
1 O 0.1206
2 N 0.0129
3 N -0.3148
4 N 0.2271
5 H -0.0368
6 H 0.0299
7 H -0.0388

***

[3]
# C4H6ClFN2

The molecule C4H6ClFN2 (ωB97M-V/def2-TZVPD, OMol25).

Calculated values
- energy above the lowest of the compared OMol25 structures with the same formula, charge and spin (kcal per mole) = 28.5
- LUMO energy (eV) = 0.604
- calculated total energy (eV) = -22463.7415
- structure (SMILES) = CN/C=N\C=C(/F)Cl

The geometry in XYZ format:
```
14
Properties=species:S:1:pos:R:3:forces:R:3
Cl -2.460525 0.577521 -2.685295 0.672 0.071 0.215
F -0.661507 2.359789 -2.312149 0.012 0.227 -0.150
N 0.888809 -0.400261 1.403906 -1.218 -0.461 -1.287
N 1.136494 0.758353 -0.735420 -0.745 -1.396 0.628
C 1.524018 0.256924 0.399081 1.562 0.904 -0.655
C -0.921694 1.089284 -2.040197 0.704 -0.818 1.077
C -0.117363 0.333536 -1.251170 -1.247 -0.186 -0.854
C -0.490387 -0.952766 1.380499 0.009 0.931 0.034
H -1.072924 -0.094264 0.938980 0.006 -1.467 0.344
H -0.846582 -1.095634 2.435090 0.460 0.022 -1.013
H -0.569929 -1.926733 0.796179 0.004 1.363 0.726
H 2.638862 0.408678 0.623197 -1.714 0.028 -0.073
H -0.499677 -0.720203 -1.129323 0.696 1.265 -0.102
H 1.452405 -0.594223 2.176622 0.798 -0.482 1.109
```
Positions in Å, forces in eV/Å.

Table of Löwdin atomic charges, one value per atom, all in e:
1 Cl 0.6513
2 F 0.0168
3 N -0.0407
4 N 0.0479
5 C -0.2497
6 C -0.7461
7 C -0.2143
8 C -0.0819
9 H 0.0897
10 H 0.0902
11 H 0.0978
12 H 0.1409
13 H 0.1066
14 H 0.0916

***

[4]
# C12H16BrF6NO7P

The ion C12H16BrF6NO7P with charge -1 (ωB97M-V/def2-TZVPD, OMol25).

Calculated values
- total charge = -1
- LUMO energy (eV) = 2.366
- calculated total energy (eV) = -124160.1003
- structure (SMILES) = NCCCCCP(Br)(COO)(C(=O)[O-])C(=O)C(F)(F)C(F)(F)C(F)(F)C(=O)O

The geometry in XYZ format:
```
44
Properties=species:S:1:pos:R:3:forces:R:3
Br 0.422949 -0.359630 1.451769 0.819 0.745 0.640
P -0.846664 -1.712770 -0.137741 -2.291 -1.022 -0.662
F 2.585096 1.438178 0.176076 -0.663 0.535 0.047
F 3.021478 -1.427356 -0.037972 -0.165 -0.237 0.749
F 3.874970 -1.010399 -1.938379 0.360 -0.167 -0.538
F 1.799532 -0.898601 -3.066238 -0.005 -0.036 -0.657
F 0.940577 0.557788 -1.757384 -0.275 0.476 0.393
F 3.707150 1.556942 -1.703296 -0.263 0.408 -0.488
O 4.791027 0.908224 1.368854 -0.186 -0.244 -1.352
O -1.713804 -2.670115 -2.555662 0.555 0.700 0.248
O -2.895943 -3.245704 -0.772283 -0.661 -0.194 1.195
O 1.005849 -2.922567 -1.618439 -0.123 0.904 0.544
O 0.272806 -3.511190 3.103555 -0.277 -0.304 0.344
O 0.369394 -3.231241 1.710145 0.158 -0.084 -0.028
O 5.859291 0.177540 -0.476195 -0.948 0.216 -0.220
N -2.044909 3.940880 2.243372 0.107 -0.657 -0.054
C 3.427557 0.820845 -0.616052 1.515 -0.814 0.438
C -2.147754 -0.385147 -0.111250 0.198 0.179 0.239
C 1.545513 -0.629049 -1.779772 0.157 -0.943 0.081
C -1.780650 2.020001 -1.006178 -0.127 0.402 0.053
C 2.949294 -0.584140 -1.065676 -0.318 0.531 -0.492
C -0.939522 -3.057251 1.187960 1.293 -0.025 -0.096
C -2.566310 2.622077 0.184248 0.843 -0.758 0.203
C -1.701189 2.726554 1.442656 -0.175 0.743 0.365
C 4.753452 0.646994 0.193986 0.540 0.190 1.807
C 0.660130 -1.824529 -1.271943 0.454 -0.525 0.086
C -2.123845 0.568805 -1.324323 -0.181 0.007 0.328
C -1.944145 -2.690343 -1.327525 0.204 -0.605 -1.850
H 0.991556 -2.976681 3.459808 0.049 0.323 -0.149
H -1.790340 1.836372 2.061853 0.040 -0.255 -0.041
H -1.649248 -2.775146 1.957085 -0.088 0.172 0.056
H -1.190928 -4.002416 0.730745 -0.579 0.072 -0.342
H -3.097306 -0.908862 -0.104558 0.072 -0.500 -0.097
H -2.087924 0.121440 0.841546 0.183 0.314 0.052
H 5.958863 -0.739526 -0.197673 0.344 -0.156 0.034
H -3.128599 0.571143 -1.739492 -0.165 -0.068 -0.095
H -2.004387 2.610669 -1.893683 0.015 0.016 -0.187
H -0.721772 2.171348 -0.812441 0.193 -0.211 -0.028
H -3.376889 1.937400 0.426646 -0.514 0.264 -0.148
H -1.271599 4.055374 2.888662 -0.036 0.237 0.143
H -0.645212 2.813067 1.206161 0.112 -0.012 -0.272
H -2.830437 3.684115 2.832745 -0.122 0.238 0.021
H -1.501181 0.161338 -2.113315 0.143 0.045 -0.174
H -2.935927 3.615571 -0.040402 -0.190 0.100 -0.094
```
Positions in Å, forces in eV/Å.

Table of Löwdin atomic charges, one value per atom, all in e:
1 Br 0.4231
2 P 0.8242
3 F 0.1231
4 F 0.1286
5 F 0.1460
6 F 0.1409
7 F 0.1215
8 F 0.1564
9 O 0.1741
10 O -0.0669
11 O -0.0763
12 O 0.1292
13 O -0.0469
14 O -0.3059
15 O 0.1001
16 N -0.0232
17 C -0.4196
18 C -0.3147
19 C -0.4204
20 C -0.2061
21 C -0.3867
22 C -0.2838
23 C -0.1913
24 C -0.3025
25 C -0.3681
26 C -0.3537
27 C -0.2211
28 C -0.8463
29 H 0.0826
30 H 0.0741
31 H 0.1047
32 H 0.0946
33 H 0.0863
34 H 0.0123
35 H 0.1246
36 H 0.1130
37 H 0.1030
38 H 0.0858
39 H 0.1017
40 H 0.0498
41 H 0.0915
42 H 0.0531
43 H 0.0917
44 H 0.0974